Entry 1:
# C44H40F4N3O3PS3

A cluster of 5 separate species, C44H40F4N3O3PS3 in total at a distorted geometry (ωB97M-V/def2-TZVPD, the OMol25 dataset).

Calculated values
Kohn-Sham gap = 7.907 eV
F_max = 0.1299 Eh/bohr
SMILES = O=C(O)CCCc1ccc(CCSc2nnco2)c2c1Nc1cccc([PH2]=S)c1S2.Fc1ccccc1.Fc1ccccc1.Fc1ccccc1.Fc1ccccc1
Electronic energy = -109541.758 eV

```
! wB97M-V def2-TZVPD RIJCOSX def2/J DEFGRID3
* xyz 0 1
O -7.025 -2.336 -2.031
C -6.458 -1.891 -0.992
O -6.567 -0.509 -0.664
C -5.615 -2.939 -0.104
C -4.918 -4.088 -1.005
C -4.073 -3.510 -2.252
C -2.498 -3.706 -1.959
C -1.869 -5.031 -2.526
C -0.358 -5.412 -2.305
C 0.474 -4.365 -1.487
C 2.028 -4.702 -1.201
C 2.233 -5.047 0.356
S 1.138 -6.457 0.939
C -0.013 -5.856 2.241
N 0.246 -6.090 3.650
N -0.757 -5.594 4.443
C -1.684 -5.000 3.497
O -1.234 -5.134 2.158
C -0.157 -3.045 -0.915
C -1.645 -2.672 -1.132
N -2.338 -1.479 -0.613
C -1.484 -0.279 -0.567
C -2.163 1.114 -0.841
C -1.359 2.464 -0.778
C 0.168 2.502 -0.425
C 0.833 1.099 -0.181
P 2.694 1.119 0.231
S 3.084 1.786 2.027
C 0.031 -0.237 -0.235
S 0.876 -1.856 0.096
H -7.518 -0.258 -0.648
H -4.883 -2.396 0.591
H -6.403 -3.486 0.540
H -4.301 -4.739 -0.294
H -5.792 -4.702 -1.443
H -4.372 -4.154 -3.164
H -4.231 -2.402 -2.462
H -2.483 -5.812 -3.103
H 0.096 -6.385 -2.706
H 2.695 -3.824 -1.551
H 2.390 -5.607 -1.825
H 3.342 -5.331 0.488
H 2.030 -4.178 1.067
H -2.656 -4.503 3.849
H -2.829 -1.656 0.274
H -3.280 1.195 -1.099
H -1.875 3.480 -0.951
H 0.785 3.456 -0.354
H 3.195 -0.199 -0.031
H 3.260 2.094 -0.685
F 5.867 3.237 -1.496
C 6.225 3.881 -0.371
C 6.248 3.190 0.830
C 6.623 3.855 1.993
C 6.960 5.205 1.943
C 6.929 5.891 0.731
C 6.564 5.223 -0.433
H 5.974 2.142 0.851
H 6.651 3.321 2.937
H 7.248 5.724 2.852
H 7.188 6.943 0.695
H 6.543 5.738 -1.387
F 8.538 7.875 -1.718
C 8.295 7.782 -3.034
C 9.205 7.129 -3.851
C 8.950 7.028 -5.214
C 7.793 7.591 -5.748
C 6.888 8.248 -4.919
C 7.137 8.340 -3.554
H 10.104 6.704 -3.419
H 9.651 6.512 -5.861
H 7.597 7.515 -6.813
H 5.990 8.690 -5.337
H 6.440 8.841 -2.893
F -6.126 -6.273 0.225
C -7.321 -6.647 0.717
C -7.634 -7.995 0.784
C -8.867 -8.385 1.297
C -9.777 -7.422 1.727
C -9.453 -6.071 1.650
C -8.216 -5.680 1.148
H -6.918 -8.730 0.437
H -9.120 -9.438 1.361
H -10.740 -7.727 2.123
H -10.164 -5.321 1.982
H -7.945 -4.633 1.089
F 1.423 4.638 1.679
C 0.628 4.995 2.699
C 1.185 5.218 3.949
C 0.362 5.594 5.006
C -1.010 5.731 4.803
C -1.558 5.500 3.545
C -0.734 5.135 2.485
H 2.253 5.098 4.089
H 0.788 5.778 5.986
H -1.651 6.020 5.629
H -2.626 5.603 3.389
H -1.142 4.960 1.496
*
```

Entry 2:
# C2HClN2O

A cluster of 2 separate species, C2HClN2O in total at a distorted geometry (ωB97M-V/def2-TZVPD, the OMol25 dataset).

Calculated values
Kohn-Sham gap = 10.611 eV
F_max = 0.0314 Eh/bohr
SMILES = N#CC#[N+][O-].Cl
Energy above the lowest of the compared OMol25 structures with the same formula, charge and spin = 329.40 kJ/mol
Electronic energy = -19636.500 eV

```
! wB97M-V def2-TZVPD RIJCOSX def2/J DEFGRID3
* xyz 0 1
N -1.543 -2.327 -0.739
C -0.906 -1.374 -0.662
C -0.152 -0.213 -0.621
N 0.552 0.646 -0.941
O 1.348 1.490 -1.103
Cl 0.133 0.287 2.067
H 0.567 1.492 1.998
*
```

Entry 3:
# C26H26IIrN7O

A structure of composition C26H26IIrN7O (ωB97M-V/def2-TZVPD, the OMol25 dataset).

Calculated values
Kohn-Sham gap = 6.525 eV
F_max = 0.0099 Eh/bohr
Energy above the lowest of the compared OMol25 structures with the same formula, charge and spin = 27.68 kJ/mol
Electronic energy = -50798.074 eV

```
! wB97M-V def2-TZVPD RIJCOSX def2/J DEFGRID3
* xyz 1 1
Ir -0.347 -0.175 -0.316
N -3.639 1.152 2.067
C -2.900 0.701 1.056
N -1.606 0.601 1.095
C -0.889 1.034 2.226
N 0.411 1.032 2.278
N 0.921 0.531 1.100
C 2.169 0.421 0.847
C 2.481 -0.218 -0.447
C 3.775 -0.351 -0.910
C 3.996 -0.946 -2.145
C 2.914 -1.395 -2.875
C 1.636 -1.243 -2.356
N 1.419 -0.678 -1.171
C -1.666 1.492 3.372
C -1.060 1.885 4.571
C -1.832 2.307 5.629
C -3.225 2.347 5.510
C -3.842 1.967 4.339
C -3.055 1.541 3.272
H -4.639 1.206 1.955
H -3.411 0.396 0.152
H 2.943 0.758 1.528
H 4.595 0.023 -0.313
H 5.001 -1.044 -2.530
H 3.040 -1.854 -3.845
H 0.754 -1.570 -2.887
H 0.018 1.852 4.639
H -1.363 2.613 6.553
H -3.827 2.683 6.344
H -4.920 2.001 4.241
C -0.807 -4.927 4.382
N -0.333 -3.718 3.718
N -1.051 -3.243 2.631
C -0.189 -2.570 1.787
O -0.643 -1.955 0.804
C 1.112 -2.706 2.349
C 0.979 -3.445 3.490
C 2.029 -3.973 4.400
C -2.420 -2.873 2.772
C -2.895 -2.420 3.997
C -4.220 -2.022 4.107
C -5.054 -2.054 2.998
C -4.561 -2.494 1.775
C -3.245 -2.914 1.656
H -1.893 -4.922 4.380
H -0.463 -4.922 5.413
H -0.452 -5.826 3.875
H 2.019 -2.295 1.945
H 2.993 -3.542 4.141
H 2.107 -5.059 4.314
H 1.806 -3.733 5.439
H -2.232 -2.368 4.850
H -4.597 -1.685 5.063
H -6.089 -1.751 3.088
H -5.207 -2.527 0.908
H -2.857 -3.261 0.710
I -0.339 2.048 -1.662
C -1.639 -1.015 -1.724
H -2.703 -0.848 -1.513
H -1.485 -2.102 -1.713
H -1.474 -0.653 -2.742
*
```

Entry 4:
# C23H24BF3NO3

A structure of composition C23H24BF3NO3 at a distorted geometry (ωB97M-V/def2-TZVPD, the OMol25 dataset).

Calculated values
Kohn-Sham gap = 7.494 eV
F_max = 0.1255 Eh/bohr
Energy above the lowest of the compared OMol25 structures with the same formula, charge and spin = 181.74 kJ/mol
Electronic energy = -40693.465 eV

```
! wB97M-V def2-TZVPD RIJCOSX def2/J DEFGRID3
* xyz 1 1
C -4.225 0.956 -0.973
C -2.906 0.339 -0.844
C -2.588 -0.871 -1.438
C -1.364 -1.276 -0.910
C -0.749 -0.027 -0.756
B 0.011 -0.016 2.074
O 0.430 1.256 1.686
C -0.282 2.240 2.443
C -1.088 1.504 3.514
N -0.820 0.035 3.277
C -1.986 -0.822 3.553
C 0.383 -0.511 3.947
C 0.923 -1.618 3.037
O 0.466 -1.254 1.708
O -1.730 0.910 -0.330
H -4.844 0.173 -1.501
H -4.775 1.154 -0.042
H -4.272 1.832 -1.626
H -3.098 -1.331 -2.271
H -0.895 -2.274 -0.915
H 0.438 2.920 2.899
H -0.961 2.805 1.787
H -0.728 1.713 4.519
H -2.172 1.674 3.410
H -1.860 -1.067 4.600
H -2.900 -0.241 3.416
H -2.006 -1.712 2.928
H 1.135 0.285 4.082
H 0.024 -0.846 4.921
H 2.014 -1.664 3.026
H 0.523 -2.593 3.294
F 1.557 -4.055 -3.131
C 1.972 -3.080 -2.231
C 3.101 -3.343 -1.464
C 3.399 -2.358 -0.526
F 4.509 -2.587 0.244
C 2.621 -1.222 -0.309
C 1.455 -1.011 -1.061
C 0.609 0.288 -0.895
C 0.608 1.201 -2.066
C 1.233 2.462 -1.884
C 1.623 3.220 -2.993
C 1.387 2.758 -4.302
C 0.703 1.576 -4.415
F 0.465 1.088 -5.655
C 0.253 0.809 -3.339
C 1.186 -1.926 -2.078
H 3.696 -4.246 -1.619
H 2.985 -0.498 0.415
H 1.095 0.825 -0.047
H 1.473 2.815 -0.858
H 2.116 4.197 -2.830
H 1.730 3.287 -5.170
H -0.260 -0.129 -3.510
H 0.386 -1.745 -2.791
*
```

Entry 5:
# C2H6Cl2NO2P

An isolated molecule of C2H6Cl2NO2P at a distorted geometry (ωB97M-V/def2-TZVPD, the OMol25 dataset).

Calculated values
Kohn-Sham gap (spin up / spin down) = 5.202 / 6.278 eV
F_max = 0.1228 Eh/bohr
Electronic energy = -42084.747 eV

```
! wB97M-V def2-TZVPD RIJCOSX def2/J DEFGRID3
* xyz 0 3
C -0.340 0.225 2.032
C 0.643 -1.331 -0.770
N 0.590 1.556 -1.063
O -1.723 -0.030 -1.608
O -0.979 0.268 0.812
P -0.579 0.134 -0.708
Cl -0.378 -2.688 -0.331
Cl 1.176 -1.347 -2.455
H 0.451 -0.564 1.997
H -1.167 0.008 2.716
H 0.131 1.103 2.400
H 1.556 -1.308 -0.052
H -0.013 2.318 -0.844
H 0.630 1.654 -2.125
*
```

Entry 6:
# C21H20ClFeN6O6S2

A structure of composition C21H20ClFeN6O6S2 at a distorted geometry (ωB97M-V/def2-TZVPD, the OMol25 dataset).

Calculated values
Kohn-Sham gap = 6.449 eV
F_max = 0.0226 Eh/bohr
Energy above the lowest of the compared OMol25 structures with the same formula, charge and spin = 0.00 kJ/mol
Electronic energy = -111901.191 eV

```
! wB97M-V def2-TZVPD RIJCOSX def2/J DEFGRID3
* xyz -1 1
Fe -0.197 0.444 0.151
C -4.542 -0.972 -4.011
S -3.065 -1.827 -3.452
C -2.768 -1.149 -1.798
S -3.765 -0.022 -1.046
N -1.734 -1.781 -1.313
N -1.252 -1.313 -0.111
C -1.122 -2.171 0.817
C -0.462 -1.746 2.042
C -0.481 -2.558 3.168
C 0.128 -2.105 4.325
C 0.733 -0.862 4.306
C 0.721 -0.127 3.131
N 0.145 -0.550 2.008
H -5.248 -1.699 -4.410
H -4.300 -0.236 -4.777
H -4.974 -0.464 -3.146
H -1.505 -3.183 0.710
H -0.978 -3.517 3.127
H 0.126 -2.709 5.224
H 1.210 -0.451 5.184
H 1.176 0.850 3.085
C 4.446 -2.259 1.527
C 3.716 -2.995 0.606
C 2.686 -2.393 -0.103
C 2.381 -1.066 0.148
C 3.092 -0.317 1.074
C 4.139 -0.921 1.749
N 1.317 -0.436 -0.584
N 1.454 -0.552 -1.827
C 0.446 0.159 -2.500
C 0.436 0.195 -3.882
C -0.531 0.967 -4.500
C -1.421 1.686 -3.718
C -1.338 1.592 -2.338
N -0.429 0.821 -1.743
H 5.256 -2.728 2.073
H 3.950 -4.038 0.435
H 2.105 -2.941 -0.833
H 2.835 0.725 1.216
H 4.713 -0.344 2.463
H 1.174 -0.372 -4.431
H -0.587 1.014 -5.579
H -2.186 2.307 -4.163
H -2.011 2.118 -1.677
O -2.555 3.413 2.232
Cl -1.711 2.303 2.563
O -1.751 1.336 1.454
O -2.196 1.625 3.738
O -0.362 2.762 2.808
C 0.491 4.463 0.028
O -0.061 3.155 -0.042
C 0.804 2.117 0.192
O 2.001 2.357 0.250
H -0.317 5.147 -0.224
H 1.323 4.580 -0.667
H 0.844 4.666 1.040
*
```